The following is a DFT calculation (ωB97M-V/def2-TZVPD) of a structure of composition C11H10ClF3Sc in a non-equilibrium geometry.

Calculated values
HOMO-LUMO gap in eV: 5.773
Energy above the lowest of the compared OMol25 structures with the same formula, charge and spin in eV: 0.000
HOMO in Eh: -0.1181
Net charge: -1
2S+1: 1

Last column: Löwdin charge in e.
Element x y z (Å)
C1 1.654 2.204 -1.039  -0.2639
C2 0.448 1.841 -1.759  -0.1650
C3 0.473 0.449 -2.006  -0.1335
H1 -0.362 2.492 -2.091  0.1095
C4 1.650 -0.087 -1.433  -0.1307
C5 2.414 0.988 -0.835  -0.2090
H2 3.254 0.829 -0.170  0.1019
H3 1.838 3.188 -0.578  0.1061
H4 -0.240 -0.110 -2.625  0.1108
H5 1.889 -1.155 -1.468  0.1165
Sc1 0.632 1.160 0.626  0.7578
Cl1 -0.610 2.628 1.854  -0.0099
C6 -2.041 -1.069 1.427  -0.2248
C7 -1.320 -2.032 0.676  -0.2123
C8 -1.616 -1.829 -0.702  -0.2377
H6 -0.582 -2.739 1.079  0.0723
C9 -2.515 -0.736 -0.810  -0.2331
C10 -2.787 -0.260 0.513  -0.2173
H7 -3.361 0.636 0.777  0.0610
H8 -1.974 -0.912 2.508  0.0694
H9 -1.118 -2.348 -1.535  0.0659
H10 -2.843 -0.250 -1.730  0.0592
F1 2.178 -1.620 1.511  -0.0101
C11 1.558 -0.510 2.056  -0.5316
F2 0.795 -0.995 3.101  -0.0026
F3 2.582 0.236 2.654  -0.0488

The following is a DFT calculation (ωB97M-V/def2-TZVPD) of a structure of composition C11H10IrO8S6 in a non-equilibrium geometry.

Calculated values
HOMO-LUMO gap in eV: 6.615
Energy above the lowest of the compared OMol25 structures with the same formula, charge and spin in eV: 0.482
HOMO in Eh: -0.1491
Net charge: -1
2S+1: 1

Last column: Löwdin charge in e.
Element x y z (Å)
Ir1 -0.786 -0.444 0.325  0.8698
O1 2.809 1.373 0.520  -0.2928
S1 1.770 0.598 -0.097  0.5118
O2 0.536 1.338 -0.416  -0.3740
O3 1.342 -0.577 0.730  -0.4247
C1 2.449 -0.072 -1.608  -0.2164
C2 3.798 0.183 -1.804  -0.0594
C3 4.463 -0.332 -2.908  -0.0746
C4 3.778 -1.114 -3.816  -0.0699
C5 2.425 -1.368 -3.630  -0.0539
C6 1.742 -0.848 -2.542  -0.2024
S2 -0.031 -1.182 -2.517  0.5076
O4 -0.673 0.103 -2.660  -0.3264
O5 -0.268 -2.151 -3.549  -0.2947
O6 -0.293 -1.758 -1.128  -0.5230
H1 4.317 0.785 -1.073  0.1054
H2 5.517 -0.125 -3.045  0.1023
H3 4.287 -1.530 -4.677  0.1034
H4 1.868 -1.971 -4.333  0.1077
O7 -6.553 -1.734 3.567  -0.0872
C7 -5.552 -1.567 2.919  -1.0309
S3 -5.402 -0.362 1.625  0.9446
C8 -3.752 -0.746 1.184  -1.1351
C9 -3.142 -1.711 1.885  -1.1258
S4 -1.507 -2.229 1.507  0.5775
S5 -4.053 -2.485 3.162  0.9470
S6 -2.967 0.076 -0.154  0.5517
C10 -0.301 2.873 2.917  -0.0657
C11 -1.282 2.038 2.131  -0.2625
O8 -0.832 0.653 2.102  -0.2601
H5 -0.643 3.907 2.955  0.0819
H6 0.679 2.859 2.432  0.0808
H7 -0.201 2.510 3.941  0.0832
H8 -1.367 2.384 1.103  0.0935
H9 -2.273 2.011 2.581  0.1213
H10 0.098 0.616 2.372  0.0901

The following is a DFT calculation (ωB97M-V/def2-TZVPD) of a structure of composition C11H10LiN3O3S2 in a non-equilibrium geometry.

Calculated values
HOMO-LUMO gap in eV: 6.585
HOMO in Eh: -0.0779
Net charge: -2
2S+1: 1

Last column: Löwdin charge in e.
Element x y z (Å)
Li1 1.531 0.608 1.313  0.6228
N1 0.313 -1.197 1.256  -0.0326
C1 1.253 -2.246 0.856  -0.1985
C2 2.775 -1.907 1.111  -0.5775
O1 3.586 -2.882 1.173  -0.1112
N2 2.933 -0.583 1.311  -0.1091
C3 4.190 0.075 1.572  -0.1910
C4 3.936 1.575 1.855  -0.7094
O2 4.869 2.311 2.103  -0.0437
O3 2.702 2.012 1.784  -0.2192
H1 0.042 -1.368 2.195  0.0618
H2 -0.529 -1.183 0.772  0.0027
H3 1.272 -2.295 -0.239  0.1068
H4 1.127 -3.280 1.356  0.1247
H5 4.907 -0.085 0.793  0.0957
H6 4.613 -0.387 2.500  0.1184
S1 -4.028 -3.529 -1.085  0.3049
C5 -3.572 -1.901 -1.200  -1.2402
N3 -2.471 -1.274 -0.884  -0.0087
C6 -2.476 0.113 -1.202  -0.3170
C7 -1.438 0.989 -1.014  -0.0299
C8 -1.609 2.372 -1.357  -0.0811
C9 -2.811 2.762 -2.010  -0.1237
C10 -3.794 1.799 -2.325  -0.1383
C11 -3.628 0.503 -1.913  -0.5555
S2 -4.729 -0.799 -2.008  0.9035
H7 -0.476 0.669 -0.615  0.0894
H8 -0.860 3.091 -1.133  0.0762
H9 -2.910 3.834 -2.188  0.0804
H10 -4.718 2.205 -2.778  0.0992

The following is a DFT calculation (ωB97M-V/def2-TZVPD) of a structure of composition C11H10N2S in a non-equilibrium geometry.

Calculated values
HOMO-LUMO gap in eV: 7.692
Energy above the lowest of the compared OMol25 structures with the same formula, charge and spin in eV: 4.964
HOMO in Eh: -0.3219
Net charge: 0
2S+1: 1

Last column: Löwdin charge in e.
Element x y z (Å)
C1 4.041 -1.952 0.300  0.0498
C2 3.286 -1.044 -0.038  -0.1281
C3 2.213 -0.012 -0.569  -0.1914
C4 1.917 1.129 0.491  -0.2159
C5 0.555 1.923 0.249  -0.1769
C6 -0.694 0.971 -0.029  -0.1902
C7 -1.484 1.015 -1.342  -0.0183
C8 -2.608 0.061 -1.523  -0.0017
C9 -2.907 -0.922 -0.392  -0.2730
N1 -3.883 -1.927 -0.344  -0.3030
S1 -3.841 -2.769 1.086  0.9327
N2 -2.555 -1.980 1.885  -0.2507
C10 -2.153 -1.008 0.957  -0.3153
C11 -1.020 0.008 1.057  0.0238
H1 4.423 -2.997 0.469  0.0479
H2 1.300 -0.636 -0.841  0.1117
H3 2.547 0.469 -1.545  0.1180
H4 2.753 1.905 0.430  0.1184
H5 1.901 0.764 1.566  0.1100
H6 0.637 2.762 -0.511  0.1113
H7 0.313 2.442 1.239  0.1173
H8 -1.158 1.768 -2.117  0.1047
H9 -3.182 0.050 -2.487  0.1021
H10 -0.399 -0.020 2.008  0.1170